Record 1
Computed, not measured: a 2-piece molecular cluster, C25H33ClN3 overall in a non-equilibrium geometry, with the ωB97M-V functional and the def2-TZVPD basis.

Last column: Löwdin charge in e.
Geometry (Å):
C (-2.7586, 0.7961, 1.5203)  0.010
N (-1.6203, -0.1400, 1.6624)  -0.201
C (-1.8310, -1.5925, 1.3923)  -0.023
C (-0.3983, 0.3209, 1.8483)  -0.389
Cl (0.9202, -0.5817, 1.2629)  0.877
H (-3.6890, 0.2021, 1.4588)  0.105
H (-2.7906, 1.4880, 2.3765)  0.113
H (-2.6694, 1.3986, 0.5935)  0.118
H (-2.9051, -1.7579, 1.3696)  0.094
H (-1.3987, -1.8865, 0.4230)  0.098
H (-1.3588, -2.1821, 2.1942)  0.110
H (-0.2067, 1.3618, 2.1356)  0.116
C (6.1960, -4.3664, 4.3318)  -0.052
C (5.8565, -2.9337, 4.0309)  -0.264
C (6.5766, -2.2522, 3.0486)  -0.010
C (6.2458, -0.9484, 2.6815)  -0.197
C (7.1720, -0.2659, 1.7313)  -0.046
C (5.1464, -0.3255, 3.3084)  -0.111
N (4.9820, 1.0738, 3.0893)  0.023
C (3.7874, 1.7516, 2.9997)  -0.284
C (2.5245, 1.2234, 2.9200)  -0.071
N (4.0714, 3.0832, 3.2482)  0.018
C (3.0299, 3.9686, 3.6392)  -0.150
C (2.8947, 4.2709, 4.9965)  -0.181
C (3.9375, 3.8812, 5.9859)  -0.023
C (1.7087, 4.9098, 5.3976)  0.008
C (0.7018, 5.2025, 4.4735)  -0.265
C (-0.6163, 5.7400, 4.9507)  -0.057
C (0.9261, 4.9830, 3.1008)  -0.002
C (2.0966, 4.3478, 2.6685)  -0.223
C (2.3903, 4.0574, 1.2315)  -0.036
C (5.4210, 3.2128, 3.4840)  -0.051
C (5.9817, 1.9958, 3.3655)  -0.045
C (4.5514, -0.9103, 4.4473)  -0.189
C (3.7972, -0.1120, 5.4683)  -0.040
C (4.8800, -2.2401, 4.7572)  -0.003
H (5.5300, -4.7614, 5.1017)  0.074
H (6.0974, -4.9954, 3.4389)  0.085
H (7.2299, -4.4685, 4.6844)  0.088
H (7.4452, -2.7338, 2.5851)  0.132
H (6.9313, 0.7840, 1.5851)  0.058
H (8.1966, -0.3340, 2.1338)  0.100
H (7.1796, -0.7550, 0.7457)  0.094
H (1.6864, 1.9060, 2.9503)  0.030
H (2.4803, 0.1519, 2.9013)  -0.012
H (3.6831, 4.3455, 6.9522)  0.089
H (3.9859, 2.7872, 6.1461)  0.081
H (4.9314, 4.2512, 5.6822)  0.078
H (1.5807, 5.1544, 6.4561)  0.125
H (-1.3059, 5.8666, 4.1127)  0.072
H (-1.0773, 5.0630, 5.6791)  0.083
H (-0.5098, 6.7093, 5.4520)  0.088
H (0.1663, 5.2951, 2.3730)  0.116
H (1.6182, 4.5107, 0.6044)  0.080
H (3.3567, 4.4965, 0.9535)  0.097
H (2.4298, 2.9804, 1.0376)  0.064
H (5.8945, 4.1405, 3.7550)  0.128
H (7.0098, 1.7019, 3.4691)  0.126
H (3.4214, -0.8014, 6.2373)  0.083
H (4.4580, 0.5999, 5.9860)  0.088
H (2.9420, 0.4266, 5.0489)  0.054
H (4.4201, -2.7325, 5.6280)  0.120

Results
Electronic energy = -1596.5788 a.u.
HOMO level = -0.326 hartree
Kohn-Sham gap = 4.10 eV
Relative energy (zero: lowest compared OMol25 entry of this formula, charge and spin) = 15.2 kcal/mol
Charge = +1
LUMO level = -4.78 eV



Record 2
Computed, not measured: C25H33MnO7 as an isolated structure in a non-equilibrium geometry, with the ωB97M-V functional and the def2-TZVPD basis.

Last column: Löwdin charge in e.
Geometry (Å):
C (0.3733, -0.6821, -3.3042)  -0.237
C (0.1103, -1.4439, -1.9941)  -0.042
C (-0.0270, 0.7996, -3.0538)  -0.021
C (-0.9142, 0.7609, -1.8010)  -0.164
H (-0.5910, 1.1371, -3.9298)  0.121
H (0.8688, 1.4189, -2.9374)  0.118
C (-1.1166, -0.7261, -1.4334)  -0.215
H (0.9834, -1.3095, -1.3343)  0.140
H (-0.0532, -2.5138, -2.1899)  0.134
C (-1.2496, -0.7853, 0.0632)  -0.184
H (-2.0164, -1.1284, -1.9237)  0.155
H (-1.8897, 1.2130, -2.0305)  0.144
C (-0.3934, 1.4162, -0.4826)  -0.402
C (1.7859, -0.8725, -3.8110)  -0.416
C (-0.4204, -1.2899, -4.4659)  -0.440
O (-0.9608, -0.6622, -5.3603)  0.108
O (2.7614, -1.0236, -3.0898)  0.120
O (1.8467, -0.9010, -5.1533)  -0.028
O (-0.4385, -2.6326, -4.4154)  -0.035
C (-1.0198, -3.2459, -5.5663)  -0.037
H (-0.8585, -4.3112, -5.4250)  0.092
H (-0.5193, -2.8890, -6.4702)  0.098
H (-2.0876, -3.0174, -5.6256)  0.098
C (3.1620, -1.1589, -5.6290)  -0.039
H (3.8721, -0.4247, -5.2329)  0.100
H (3.0863, -1.0909, -6.7115)  0.093
H (3.4812, -2.1610, -5.3198)  0.103
O (-0.5393, 0.3184, 0.6419)  -0.128
H (-0.8813, -1.7200, 0.5077)  0.122
H (-2.3057, -0.6415, 0.3210)  0.110
C (-1.3031, 2.5583, -0.1008)  -0.018
C (1.0606, 1.8185, -0.4734)  -0.030
H (1.2432, 2.6626, -1.1532)  0.090
H (1.7057, 0.9806, -0.7641)  0.088
H (1.3285, 2.1526, 0.5346)  0.080
H (-1.0227, 2.9626, 0.8774)  0.062
H (-2.3415, 2.2038, -0.0710)  0.094
H (-1.2272, 3.3580, -0.8555)  0.095
Mn (-0.2024, -0.1345, 3.1958)  0.394
C (-1.7803, 0.2222, 4.6651)  -0.173
C (-2.3013, 0.1807, 3.3148)  -0.174
C (-2.1184, -1.1646, 2.8353)  -0.206
H (-2.8919, 0.9615, 2.8375)  0.101
C (-1.3774, -1.8906, 3.8096)  -0.196
C (-1.1657, -1.0272, 4.9404)  -0.185
H (-0.7372, -1.3071, 5.9012)  0.106
H (-2.0238, 0.9740, 5.4085)  0.106
H (-2.6177, -1.5971, 1.9742)  0.077
H (-1.1300, -2.9505, 3.7501)  0.099
C (1.8604, 0.6255, 3.4731)  -0.172
C (1.4999, -0.3883, 4.4347)  -0.180
C (1.2794, -1.6090, 3.7207)  -0.202
H (1.5485, -0.2612, 5.5128)  0.108
C (1.3626, -1.3334, 2.3113)  -0.177
C (1.7800, 0.0280, 2.1691)  -0.168
H (2.1938, 0.4669, 1.2744)  0.073
H (2.3550, 1.5654, 3.6989)  0.118
H (1.1697, -2.5971, 4.1595)  0.100
H (1.2767, -2.0609, 1.5053)  0.091
C (-0.2710, 4.1018, 3.1423)  -0.067
O (0.0210, 2.7246, 2.7698)  -0.138
C (-0.0380, 1.8450, 3.7839)  -0.486
O (-0.1800, 2.2225, 4.9364)  -0.022
H (0.4196, 4.4169, 3.9319)  0.082
H (-1.3123, 4.1828, 3.4774)  0.089
H (-0.1115, 4.6734, 2.2290)  0.073

Results
Electronic energy = -2649.9656 a.u.
HOMO level (spin up / spin down) = -0.050 / -0.075 hartree
Spin multiplicity = 4
Kohn-Sham gap (spin up / spin down) = 3.56 / 4.24 eV
Charge = -1
LUMO level (spin up / spin down) = 2.21 / 2.21 eV



Record 3
Computed, not measured: C25H33N3O2PSTl as an isolated structure, with the ωB97M-V functional and the def2-TZVPD basis.

Last column: Löwdin charge in e.
Geometry (Å):
Tl (0.1363, -0.2296, -0.1019)  1.294
C (2.2737, -0.6495, 1.9915)  -0.219
C (2.2176, -1.6260, 0.9576)  -0.260
C (2.3330, -0.9624, -0.2831)  -0.351
C (2.3831, 0.4968, 0.0020)  -0.321
C (2.4068, 0.6189, 1.4249)  -0.252
C (2.6217, 1.9240, 2.1224)  -0.021
C (2.7588, 1.5632, -0.9825)  -0.030
C (2.6515, -1.5857, -1.6054)  -0.019
C (2.1597, -3.1122, 1.1517)  -0.011
C (2.2723, -0.9643, 3.4565)  -0.009
H (3.6190, 2.3220, 1.9149)  0.102
H (2.5332, 1.8089, 3.2045)  0.079
H (1.9063, 2.6648, 1.7585)  0.050
H (3.8454, 1.7004, -0.9869)  0.108
H (2.3042, 2.5184, -0.7244)  0.074
H (2.4612, 1.3083, -1.9987)  0.078
H (3.7251, -1.7887, -1.6647)  0.111
H (2.4002, -0.9349, -2.4400)  0.065
H (2.1367, -2.5361, -1.7443)  0.087
H (3.1526, -3.5211, 1.3537)  0.103
H (1.7757, -3.6181, 0.2652)  0.080
H (1.5214, -3.3859, 1.9922)  0.082
H (3.2944, -1.1064, 3.8173)  0.103
H (1.7299, -1.8847, 3.6708)  0.080
H (1.8256, -0.1653, 4.0497)  0.075
S (-1.9642, -3.6127, -2.5293)  1.180
C (-0.9754, -2.9864, -3.8075)  -0.441
C (-0.6491, -3.5764, -5.0274)  -0.062
C (0.1534, -2.8608, -5.8907)  -0.053
C (0.6069, -1.5753, -5.5614)  -0.054
C (0.2815, -0.9943, -4.3557)  -0.026
C (-0.5028, -1.7183, -3.4556)  -0.307
N (-0.9079, -1.2939, -2.1940)  0.028
C (-1.6850, -2.1716, -1.6263)  -0.558
C (-2.3241, -1.9153, -0.3220)  -0.265
C (-3.5061, -2.5660, 0.0270)  -0.028
C (-4.1472, -2.2688, 1.2203)  -0.041
C (-3.6154, -1.3144, 2.0736)  -0.053
C (-2.4301, -0.6589, 1.7453)  -0.117
C (-1.7874, -0.9690, 0.5549)  -0.222
H (-1.0188, -4.5578, -5.2931)  0.120
H (0.4266, -3.2933, -6.8442)  0.118
H (1.2208, -1.0339, -6.2689)  0.116
H (0.6040, 0.0107, -4.1107)  0.115
H (-3.9439, -3.2901, -0.6504)  0.107
H (-5.0640, -2.7824, 1.4792)  0.122
H (-4.1094, -1.0906, 3.0114)  0.117
H (-1.9872, 0.0422, 2.4378)  0.076
N (-2.9926, 2.4734, -0.5066)  0.157
C (-2.8374, 3.1584, 0.8252)  -0.154
P (-1.0329, 2.9849, 1.2465)  0.421
O (-0.4031, 2.8748, -0.1051)  -0.349
O (-0.8540, 1.9187, 2.2845)  -0.354
C (-0.5797, 4.5116, 2.2148)  -0.151
N (0.0181, 4.0341, 3.5084)  0.147
H (-3.7096, 2.8914, -1.0950)  0.173
H (-3.2020, 1.4801, -0.3860)  0.152
H (-2.0594, 2.5463, -0.9591)  0.123
H (-3.4700, 2.6687, 1.5605)  0.111
H (-3.1402, 4.1971, 0.7122)  0.110
H (-1.4627, 5.1062, 2.4433)  0.108
H (0.1291, 5.1356, 1.6757)  0.115
H (-0.2354, 3.0175, 3.5515)  0.118
H (-0.3225, 4.5426, 4.3205)  0.171
H (1.0335, 4.0813, 3.4951)  0.153

Results
Electronic energy = -2198.7426 a.u.
HOMO level = -0.477 hartree
Kohn-Sham gap = 7.55 eV
Relative energy (zero: lowest compared OMol25 entry of this formula, charge and spin) = 14.9 kcal/mol
Charge = +2
LUMO level = -5.44 eV